Formula: C38H35N5PV
Source: the OMol25 dataset
Level of theory: ωB97M-V with the def2-TZVPD basis set

CARTESIAN COORDINATES (ANGSTROEM)
1 V -0.0603 -1.1908 -0.3107
2 C -4.3085 -0.8730 1.3012
3 C -3.1559 -0.6563 0.5311
4 N -1.9652 -1.1013 0.8698
5 C -1.8301 -1.7566 2.0688
6 C -2.9448 -2.0751 2.8777
7 C -4.2075 -1.6013 2.4527
8 C -2.7556 -2.8340 4.0544
9 C -1.4896 -3.2416 4.3845
10 C -0.3668 -2.8822 3.6155
11 C -0.4911 -2.0997 2.4783
12 N 0.5030 -1.6429 1.6333
13 C 1.8210 -1.4543 1.9984
14 C 2.3704 -1.4383 3.2715
15 C 3.7390 -1.1844 3.4765
16 C 4.5938 -0.9282 2.4404
17 C 4.0779 -0.8802 1.1281
18 C 4.8673 -0.5518 0.0057
19 C 4.2895 -0.4559 -1.2264
20 C 2.9151 -0.6925 -1.3466
21 N 2.1397 -1.0344 -0.3380
22 C 2.7033 -1.1365 0.9081
23 H -5.2563 -0.4752 0.9674
24 H -3.2234 -0.0899 -0.3924
25 H -5.0794 -1.8131 3.0588
26 H -3.6091 -3.0825 4.6701
27 H -1.3364 -3.8447 5.2702
28 H 0.6101 -3.2274 3.9278
29 H 1.7378 -1.5974 4.1341
30 H 4.1153 -1.1900 4.4914
31 H 5.6453 -0.7402 2.6090
32 H 5.9249 -0.3636 0.1425
33 H 4.8625 -0.1884 -2.1028
34 H 2.4486 -0.5614 -2.3159
35 N -0.5734 -3.4459 -0.4457
36 C -0.7650 -3.8635 -1.8424
37 C 0.2041 -3.1004 -2.7231
38 N -0.0373 -1.6508 -2.5598
39 H 0.2193 -3.9219 -0.0250
40 H -1.3823 -3.6845 0.1170
41 H -1.7888 -3.6147 -2.1333
42 H -0.6331 -4.9387 -1.9866
43 H 0.1048 -3.4252 -3.7617
44 H 1.2269 -3.3060 -2.3989
45 H -0.8780 -1.3746 -3.0540
46 H 0.7090 -1.1306 -3.0090
47 C 3.7688 2.9795 -2.0745
48 C 3.3608 3.0021 -0.7482
49 C 2.0970 2.5503 -0.3978
50 C 1.2258 2.0698 -1.3724
51 C 1.6437 2.0466 -2.7035
52 C 2.9066 2.5040 -3.0529
53 P -0.3508 1.2892 -0.8821
54 C -0.9144 2.2331 0.5690
55 C -0.5315 1.7469 1.8201
56 C -0.8995 2.4222 2.9740
57 C -1.6695 3.5736 2.8873
58 C -2.0642 4.0546 1.6467
59 C -1.6860 3.3901 0.4889
60 C -1.5000 1.7358 -2.2326
61 C -1.4650 2.9930 -2.8381
62 C -2.3679 3.3181 -3.8386
63 C -3.3188 2.3940 -4.2499
64 C -3.3615 1.1395 -3.6615
65 C -2.4531 0.8140 -2.6631
66 H 4.7519 3.3397 -2.3463
67 H 4.0263 3.3784 0.0173
68 H 1.7818 2.5783 0.6393
69 H 0.9697 1.6956 -3.4767
70 H 3.2115 2.4978 -4.0913
71 H 0.0453 0.8288 1.8846
72 H -0.5947 2.0423 3.9401
73 H -1.9672 4.0947 3.7873
74 H -2.6687 4.9490 1.5787
75 H -2.0039 3.7692 -0.4706
76 H -0.7176 3.7151 -2.5349
77 H -2.3290 4.2957 -4.3000
78 H -4.0228 2.6499 -5.0299
79 H -4.1008 0.4158 -3.9784
80 H -2.4930 -0.1644 -2.2025

Properties
Energy relative to the best compared isomer or geometry (same formula, charge and spin) = 0.0 kJ/mol
Net charge = +1
2S+1 = 4
<S²> = 3.765